Record 1
This record from OMol25 describes a structure of composition C38H42MgN9OPSe3Te. The level of theory is ωB97M-V with the def2-TZVPD basis set.

Properties
Kohn-Sham gap in eV: 4.8
E in eV: -273620.2653
Charge: -2
HOMO energy in Eh: -0.034

Structure (XYZ):
```
96
Properties=species:S:1:pos:R:3:lowdin_charge:R:1
Mg 0.1295 -0.0388 -1.7034 0.4653
C 2.4696 3.5645 -0.4309 -0.0792
C 1.4908 4.4680 -0.0268 -0.0908
C 0.1685 4.1475 -0.2276 -0.0315
C -0.1735 2.9249 -0.8414 -0.3242
N 0.7809 2.0419 -1.1843 0.0844
C 2.0597 2.3705 -0.9854 -0.1458
N -1.5259 2.7248 -1.0452 0.1537
C -1.9217 1.9200 -1.9930 -0.3421
N -1.1676 1.1850 -2.8216 0.0550
C -1.9805 0.5338 -3.7171 -0.2946
N -1.6367 -0.1934 -4.7161 0.1799
C -0.2784 -0.3573 -5.0267 -0.3219
C -0.0058 -0.6476 -6.3673 -0.0276
C 1.3082 -0.7545 -6.7799 -0.0923
C 2.3160 -0.6224 -5.8390 -0.0983
C 1.9585 -0.3944 -4.5231 -0.2074
N 0.6977 -0.2252 -4.1178 0.0691
C -3.3938 0.8425 -3.3869 -0.1019
C -4.5888 0.4061 -3.9258 -0.0142
C -5.7594 0.8570 -3.3272 -0.0940
C -5.7259 1.7245 -2.2347 -0.0975
C -4.5175 2.1711 -1.7092 -0.0233
C -3.3594 1.7092 -2.3060 -0.1125
H 3.5249 3.7645 -0.3034 0.0965
H 1.7601 5.4109 0.4362 0.0966
H -0.6384 4.8075 0.0581 0.1015
H 2.7758 1.6126 -1.2865 0.0504
H -0.8379 -0.7762 -7.0441 0.0987
H 1.5385 -0.9710 -7.8166 0.0956
H 3.3592 -0.7570 -6.0878 0.1013
H 2.7095 -0.3522 -3.7421 0.0512
H -4.5989 -0.2883 -4.7555 0.1140
H -6.7175 0.5185 -3.7039 0.0934
H -6.6576 2.0446 -1.7832 0.0909
H -4.4710 2.8356 -0.8562 0.1076
Se 3.2592 -1.1018 -1.0729 -0.1835
Se 5.2657 -2.2302 -1.3497 -0.3237
Te 1.6601 -3.8496 -3.7068 -0.0269
Se 1.2680 -2.4795 -1.6131 -0.1989
O 0.9613 0.1680 0.8930 -0.2967
P 1.4394 0.2660 2.2844 0.5362
N 2.7464 1.2626 2.4990 -0.1692
C 3.0734 1.9700 3.7354 -0.2176
C 4.5647 1.7121 3.9375 -0.1810
C 5.0845 1.6474 2.5033 -0.1658
C 3.9779 0.9078 1.7598 -0.2066
N 1.8021 -1.2457 2.8201 -0.1813
C 1.5619 -2.4608 2.0195 -0.1964
C 2.2479 -3.5498 2.8355 -0.1571
C 2.1297 -3.0463 4.2744 -0.1775
C 2.3743 -1.5457 4.1230 -0.2079
N 0.3368 0.8814 3.3844 -0.1858
C -0.8565 0.0195 3.5723 -0.1849
C -2.0722 0.9400 3.4004 -0.1654
C -1.5257 2.1102 2.5842 -0.1705
C -0.1168 2.2619 3.1417 -0.2069
H 2.4541 1.6234 4.5636 0.0996
H 2.8886 3.0475 3.6164 0.1080
H 4.7135 0.7505 4.4365 0.0987
H 5.0440 2.4854 4.5410 0.1012
H 6.0433 1.1398 2.4074 0.1106
H 5.1983 2.6590 2.1027 0.1055
H 4.1384 -0.1749 1.7640 0.0978
H 3.9026 1.2022 0.7165 0.0664
H 1.9821 -2.3491 1.0190 0.0023
H 0.4859 -2.6513 1.9200 0.1099
H 3.2973 -3.6233 2.5417 0.1182
H 1.7877 -4.5250 2.6805 0.1107
H 2.8319 -3.5165 4.9643 0.1007
H 1.1165 -3.2155 4.6500 0.1068
H 3.4525 -1.3299 4.1447 0.1048
H 1.8983 -0.9534 4.9127 0.1050
H -0.8297 -0.4517 4.5593 0.1048
H -0.8794 -0.7702 2.8175 0.0966
H -2.4322 1.2852 4.3741 0.1002
H -2.8892 0.4234 2.8972 0.1085
H -2.1225 3.0187 2.6814 0.1081
H -1.4790 1.8441 1.5268 0.0881
H -0.1231 2.8197 4.0880 0.1103
H 0.5595 2.7691 2.4533 0.0948
C -1.6311 -0.7639 -0.3078 -0.1472
C -2.4869 -1.8689 -0.6088 -0.3008
C -3.8284 -1.6716 -1.0329 -0.0526
C -4.6688 -2.7155 -1.3273 -0.0584
C -4.2265 -4.0429 -1.2123 -0.2791
C -2.9074 -4.2710 -0.7958 -0.0476
C -2.0716 -3.2227 -0.4981 -0.0649
C -5.1123 -5.1206 -1.4882 -0.2401
N -5.8322 -5.9993 -1.7020 0.0885
H -0.8718 -0.9425 0.4501 0.0032
H -2.1862 0.1579 -0.1177 0.0383
H -4.2044 -0.6583 -1.1049 0.0884
H -5.6872 -2.5173 -1.6422 0.1038
H -2.5439 -5.2878 -0.7089 0.1110
H -1.0538 -3.4270 -0.1857 0.0618
```

Record 2
This record from OMol25 describes a structure of composition C38H42NO3SbSiSn. The level of theory is ωB97M-V with the def2-TZVPD basis set.

Properties
Kohn-Sham gap (alpha / beta) in eV: 5.4 / 6.4
E in eV: -67952.4303
Charge: +2
HOMO energy (alpha / beta) in Eh: -0.492 / -0.505

Structure (XYZ):
```
87
Properties=species:S:1:pos:R:3:lowdin_charge:R:1
Sn -0.1982 -1.7640 -0.8081 1.2981
C 2.2099 -1.4482 -3.0185 -0.1875
Si 3.1889 -1.6791 -1.4549 0.4505
C 4.1758 -3.2499 -1.5825 -0.1455
C 4.1578 -0.1464 -1.0440 -0.1344
N 1.9227 -1.8796 -0.1344 -0.1231
C 2.2154 -2.2731 1.1056 -0.2919
C 3.5389 -2.4058 1.6284 0.0084
C 3.7502 -2.7400 2.9358 -0.0274
C 2.6651 -2.9808 3.7928 0.0060
C 1.3555 -2.8713 3.3385 0.0356
C 1.1455 -2.5232 2.0268 -0.1899
O -0.0999 -2.3965 1.4673 -0.1646
C -1.2323 -2.6688 2.2911 -0.2905
C -1.7998 -1.6172 2.9777 -0.0076
C -2.9190 -1.8803 3.7582 -0.0354
C -3.4227 -3.1716 3.8365 -0.0461
C -2.8160 -4.2097 3.1396 -0.0376
C -1.7017 -3.9640 2.3498 0.0000
H 2.9180 -1.2595 -3.8303 0.0644
H 1.5517 -0.5777 -2.9897 -0.0088
H 1.6366 -2.3325 -3.3084 0.0385
H 4.8239 -3.1724 -2.4593 0.0537
H 3.5216 -4.1087 -1.7453 0.0496
H 4.8147 -3.4687 -0.7301 0.0323
H 4.7356 0.1518 -1.9216 0.0523
H 4.8575 -0.2683 -0.2181 0.0388
H 3.4864 0.6801 -0.7971 0.0245
H 4.3779 -2.2017 0.9834 0.0909
H 4.7585 -2.8190 3.3167 0.1272
H 2.8447 -3.2554 4.8231 0.1295
H 0.5237 -3.0616 4.0011 0.1357
H -1.3698 -0.6255 2.9127 0.1188
H -3.3879 -1.0783 4.3108 0.1205
H -4.2888 -3.3735 4.4512 0.1192
H -3.2081 -5.2146 3.2127 0.1217
H -1.2153 -4.7546 1.7940 0.1401
C -4.5147 -3.2021 -0.4801 0.0279
O -3.0466 -3.1393 -0.4907 -0.0720
C -2.5325 -1.9483 -0.4723 -0.6111
O -3.0556 -0.8734 -0.4939 0.0462
H -4.7481 -4.2601 -0.4721 0.1042
H -4.8947 -2.7192 -1.3761 0.1056
H -4.8831 -2.7058 0.4138 0.1027
C -2.6820 1.5823 1.7086 -0.0541
C -3.0039 2.3650 0.4669 -0.3006
C -4.1057 3.2142 0.4419 -0.0230
C -4.4210 3.9549 -0.6872 -0.0422
C -3.6281 3.8692 -1.8211 -0.0534
C -2.5223 3.0338 -1.8189 -0.1204
C -2.2230 2.2826 -0.6873 -0.3258
Sb -0.4334 1.1634 -0.7109 1.5954
C 0.7876 1.9965 0.7901 -0.3348
C 1.4320 1.1046 1.6454 -0.1448
C 2.2371 1.5627 2.6745 -0.0637
C 2.3936 2.9299 2.8465 -0.0427
C 1.7408 3.8172 2.0050 -0.0176
C 0.9186 3.3795 0.9680 -0.2847
C 0.1912 4.3906 0.1248 -0.0343
C 0.4645 1.6728 -2.5494 -0.3612
C 1.6274 2.4374 -2.5389 -0.1242
C 2.2570 2.7660 -3.7306 -0.0532
C 1.7165 2.3278 -4.9295 -0.0411
C 0.5670 1.5497 -4.9359 -0.0242
C -0.0718 1.1948 -3.7524 -0.3392
C -1.2657 0.2786 -3.7887 -0.0558
H -3.2973 1.9100 2.5446 0.0939
H -1.6364 1.7133 2.0054 0.0658
H -2.8705 0.5199 1.5476 0.0531
H -4.7218 3.3007 1.3279 0.1211
H -5.2826 4.6082 -0.6763 0.1181
H -3.8607 4.4540 -2.7002 0.1167
H -1.8891 2.9938 -2.6967 0.0980
H 1.3041 0.0385 1.5088 0.0519
H 2.7352 0.8633 3.3327 0.1085
H 3.0211 3.3101 3.6412 0.1184
H 1.8647 4.8821 2.1554 0.1247
H 0.6713 5.3643 0.1977 0.0941
H -0.8424 4.5026 0.4594 0.0935
H 0.1623 4.1128 -0.9303 0.0599
H 2.0456 2.7868 -1.6010 0.0959
H 3.1554 3.3676 -3.7210 0.1168
H 2.1916 2.5880 -5.8656 0.1187
H 0.1619 1.2026 -5.8780 0.1232
H -1.5796 0.0884 -4.8130 0.0961
H -2.1250 0.6781 -3.2466 0.0718
H -1.0258 -0.7008 -3.3535 0.0361
```

> Among the records above, which one has the highest E?

C38H42NO3SbSiSn